Density functional theory data (ωB97M-V with the def2-TZVPD basis set) for C36H46N3O8RuS3Si3 as an isolated structure.

Element x y z (Å)
C -1.7803 0.5694 0.9095
H -3.6301 -0.4790 4.4291
H -4.2837 2.9935 0.4937
H -3.0272 -2.8148 3.8754
C 6.0182 2.2665 3.0564
H -3.6183 1.1954 3.8922
C 5.4173 3.2605 2.3012
C -2.6774 -4.3456 2.4050
H 1.4318 2.9255 1.2238
H -1.8408 3.3842 -1.0062
Si -2.0168 -0.1837 2.5821
H -3.5577 0.1888 -2.3151
H -4.0724 -1.6845 -0.4470
H 7.0066 0.3541 4.4468
H -4.4755 -1.4298 1.2568
C 4.7463 -1.2622 -3.4815
H 5.0002 -1.9029 -4.3161
H -4.7740 1.3772 -1.8289
C 4.5703 1.5782 0.7965
H -2.7494 3.8131 1.8668
H 5.5061 4.3000 2.5928
H -1.0196 1.1546 4.3858
Si -0.9321 2.2350 1.0100
C -1.7787 3.4514 2.2051
C 1.8529 -0.7412 -1.1522
H -4.5646 -2.7059 -5.2385
H -1.1792 -3.7068 -0.5524
C 5.3337 0.5034 -1.9481
S 2.3821 -2.1783 3.5566
H -3.1123 -5.1429 2.9964
Si -3.4994 0.6523 0.1133
H -0.3776 2.4831 -1.4019
C 1.4036 -1.6329 2.3750
C 4.9405 -0.8850 1.2175
C -3.7291 1.0698 -1.7016
C -2.6135 0.5831 -5.0961
H 3.8719 -1.1096 1.1996
H 5.7328 -0.7856 3.9987
C -2.6310 -3.0492 2.8950
C -4.5529 2.0234 0.9206
C -2.2552 -0.4643 -4.2487
C -2.0828 -2.0329 2.1263
H 4.2167 3.6634 0.5590
H 5.3414 -1.1406 0.2368
C 5.1657 0.5628 1.5627
C -2.9795 -1.6561 -4.3068
H -0.9308 -0.5654 4.7557
C -3.6525 0.4564 -6.0042
H 6.0407 1.2374 -1.5790
C -1.6077 -3.5602 0.4272
O -0.2947 1.1387 -3.7454
H 0.8155 2.4092 2.7930
C 4.6995 2.9132 1.1722
C 3.4993 -1.3556 -2.8846
C -0.8457 3.1140 -0.6437
H -5.5947 1.8284 0.6438
H 1.3049 1.2014 1.6072
O -1.1688 0.0070 -1.8342
Ru -0.4291 -0.8478 -0.0803
H -3.0831 1.8693 -2.0622
N 3.7410 1.3057 -0.3205
N -1.5953 -2.3120 0.8972
H -5.5080 -0.7489 -0.0029
C -0.7852 0.1735 3.9613
O 1.3862 -1.8845 -0.9971
O -2.4222 -2.4630 -1.9375
H -5.1640 -0.8579 -6.7880
H -4.4979 2.1039 2.0053
C -4.3505 -0.7373 -6.0816
C -3.6214 0.1605 3.5395
H -1.9058 3.0184 3.2019
C 6.5032 -0.1203 3.6039
C 0.8211 2.1684 1.7269
H 5.3929 -1.5473 1.9497
H 6.5741 2.5268 3.9505
C 5.8952 0.9264 2.7035
H -3.9084 1.2909 -6.6469
H 0.2626 0.1627 3.6822
H 2.7451 1.3836 -0.1487
C 4.0750 0.4257 -1.3478
O 0.1095 -1.2720 -3.5025
H 7.2338 -0.7382 3.0772
H -2.0495 1.5006 -5.0306
H 2.7543 -2.0635 -3.2249
H -2.1656 -5.5972 0.7220
S -0.7582 -0.1485 -3.2690
H -1.1126 4.3147 2.3103
H -0.2644 4.0359 -0.5421
N 0.6844 -1.2080 1.5608
O 1.1986 0.2759 -0.7187
C 3.1660 -0.5317 -1.8175
H -4.5434 -0.0084 2.9861
S -2.7388 -3.0807 -3.2222
C 5.6649 -0.3382 -2.9958
O -1.6687 -3.8680 -3.8001
C -4.0123 -1.7767 -5.2304
O -4.0351 -3.7468 -3.2391
C -4.4699 -0.9613 0.2732
H 6.6461 -0.2590 -3.4504
C -2.1561 -4.6056 1.1514

Multiplicity: 2
Energy above the lowest of the compared OMol25 structures with the same formula, charge and spin, eV: 0.3463
LUMO energy (alpha / beta), eV: 4.1 / 4.1
Charge: -2
⟨S²⟩: 0.757
Kohn-Sham gap (alpha / beta), eV: 7.5856 / 7.3411

Mulliken atomic charge list, values in e, 4 entries: number 1, C, carries 1.88; number 2, H, carries 0.40; number 3, H, carries 0.25; number 4, H, carries 0.35